# 1
{
  "formula": "C19H20F4N2O3Pd",
  "method": "ωB97M-V/def2-TZVPD",
  "symbols": ["Pd", "C", "N", "C", "C", "C", "N", "C", "C", "F", "C", "F", "C", "C", "F", "C", "F", "H", "H", "H", "H", "H", "H", "H", "H", "H", "H", "H", "C", "O", "C", "C", "C", "C", "C", "C", "O", "C", "O", "C", "H", "H", "H", "H", "H", "H", "H", "H", "H"],
  "xyz": [[0.04234, 0.49833, 0.24761], [1.85897, 2.81827, -0.79811], [1.75680, 1.87527, 0.33839], [1.54774, 2.64299, 1.58757], [3.00289, 1.07119, 0.41199], [2.82254, -0.15598, 1.28875], [1.62479, -0.83585, 0.79036], [1.50645, -2.16318, 0.77431], [0.57560, -2.75267, -0.13053], [-0.06929, -1.93544, -0.97392], [0.40111, -4.10980, -0.21047], [-0.45234, -4.60310, -1.09364], [1.12383, -4.96631, 0.61622], [2.03370, -4.42721, 1.51767], [2.70737, -5.22342, 2.32608], [2.23954, -3.06653, 1.60003], [3.06684, -2.58123, 2.51286], [2.74127, 3.45055, -0.67116], [0.96667, 3.43682, -0.83115], [1.95110, 2.25894, -1.72742], [2.39620, 3.30843, 1.76766], [1.44246, 1.97202, 2.44087], [0.64299, 3.24022, 1.48830], [3.82884, 1.69810, 0.76028], [3.23569, 0.74169, -0.60159], [2.70130, 0.08698, 2.34820], [3.69689, -0.79978, 1.19935], [0.98055, -6.03683, 0.55738], [-3.83057, 6.32391, -1.62564], [-4.69329, 5.18275, -1.48800], [-4.16962, 4.02364, -1.14010], [-5.12364, 2.96822, -1.03941], [-4.73368, 1.67820, -0.68248], [-3.41491, 1.36750, -0.40981], [-3.04909, 0.00208, -0.01787], [-4.03914, -1.11914, 0.02070], [-1.88788, -0.30913, 0.29478], [-2.41723, 2.44931, -0.51235], [-1.19163, 2.27514, -0.29611], [-2.84919, 3.76340, -0.87970], [-4.48205, 7.14054, -1.91689], [-3.09121, 6.13815, -2.40484], [-3.35516, 6.54880, -0.67062], [-6.16013, 3.19607, -1.24703], [-5.50835, 0.93094, -0.62468], [-5.08254, -0.83383, -0.01185], [-3.84944, -1.70650, 0.91758], [-3.82799, -1.75911, -0.84040], [-2.08057, 4.51934, -0.94149]],
  "forces_ev_per_a": [[0.13, 0.61, -0.24], [-0.10, -0.14, 0.03], [0.41, 0.05, 0.09], [-0.06, -0.06, -0.04], [-0.08, 0.04, -0.01], [-0.10, -0.10, -0.10], [0.06, -0.15, 0.16], [0.00, 0.00, -0.04], [-0.05, -0.05, -0.02], [0.03, -0.11, 0.04], [-0.04, 0.14, -0.05], [0.01, 0.00, 0.01], [0.04, 0.11, 0.04], [0.01, 0.05, 0.00], [0.00, 0.01, 0.00], [0.02, -0.07, 0.01], [-0.02, -0.06, -0.02], [-0.01, 0.02, -0.02], [0.01, 0.00, -0.01], [0.01, 0.02, -0.01], [-0.01, 0.00, 0.01], [0.02, 0.01, -0.01], [0.01, 0.00, 0.02], [0.00, -0.05, 0.05], [0.00, 0.02, 0.01], [-0.01, 0.04, -0.03], [0.01, 0.09, 0.02], [0.00, -0.02, 0.00], [-0.08, -0.02, 0.00], [0.03, 0.00, 0.01], [0.04, 0.10, 0.00], [0.02, -0.08, 0.02], [0.18, 0.03, 0.01], [-0.17, -0.01, -0.05], [0.20, -0.15, 0.14], [-0.02, 0.01, -0.02], [-0.46, -0.21, -0.01], [0.02, 0.00, -0.01], [-0.06, -0.16, 0.06], [-0.06, 0.06, -0.03], [0.04, -0.01, 0.00], [0.03, 0.02, 0.02], [0.03, 0.00, -0.02], [-0.02, 0.01, -0.01], [0.02, -0.04, 0.01], [0.00, 0.02, 0.03], [0.00, -0.02, -0.02], [-0.02, -0.01, 0.00], [-0.03, 0.02, -0.01]],
  "e_homo_ev": [-14.84, -15.20],
  "e_lumo_ev": [-6.20, -9.01],
  "total_charge": 2,
  "mol_weight_g_mol": 506.79,
  "multiplicity": 5,
  "de_lowest_kcal_mol": 0.0
}

=====

# 2
{
  "formula": "C4H12NO3",
  "method": "ωB97M-V/def2-TZVPD",
  "symbols": ["O", "C", "C", "C", "C", "O", "N", "H", "H", "H", "H", "H", "H", "H", "H", "H", "H", "H", "H", "O"],
  "xyz": [[-0.38604, 2.24509, 1.25422], [0.08416, 1.16683, 1.45607], [0.65350, 0.35082, 0.27539], [1.12920, -1.02349, 0.76174], [1.82953, -1.87079, -0.27286], [-0.08331, -1.62938, 1.21094], [-0.57567, 0.14293, -0.59671], [0.09287, 0.69169, 2.44058], [1.38232, 0.94641, -0.25888], [1.75072, -0.80784, 1.62377], [2.55999, -2.50505, 0.22099], [1.13316, -2.50177, -0.82272], [2.42911, -1.31659, -0.99277], [0.06663, -2.38946, 1.78283], [-1.13069, -0.51169, -0.05006], [-0.37382, -0.27376, -1.50553], [-0.97626, 1.06350, -0.75835], [-1.90261, 0.83172, -3.80785], [-2.96829, 1.07378, -2.68691], [-2.03482, 0.86963, -2.85211]],
  "forces_ev_per_a": [[-0.23, 0.17, -0.07], [0.28, 0.07, -0.27], [-0.82, -0.66, 0.39], [-0.40, 0.49, -0.22], [0.65, -0.26, -0.07], [-0.21, 0.12, 0.01], [1.57, 0.20, 0.13], [0.16, -0.03, 0.28], [0.20, -0.04, -0.13], [0.43, -0.08, 0.14], [-0.11, -0.34, 0.05], [-0.09, 0.02, 0.04], [-0.12, 0.35, -0.01], [0.13, 0.00, -0.05], [-0.71, -0.04, -0.07], [-0.07, 0.07, -0.05], [-0.64, -0.02, -0.10], [-0.27, 0.12, 0.14], [0.31, -0.06, -0.39], [-0.03, -0.07, 0.26]],
  "e_homo_ev": -14.43,
  "e_lumo_ev": -3.51,
  "total_charge": 1,
  "mol_weight_g_mol": 122.14,
  "de_lowest_kcal_mol": 28.0
}

=====

# 3
{
  "formula": "C35H42O3P2SSe2Tl",
  "method": "ωB97M-V/def2-TZVPD",
  "symbols": ["Tl", "O", "C", "C", "C", "O", "C", "Se", "C", "Se", "H", "H", "H", "H", "H", "H", "H", "H", "H", "H", "C", "C", "P", "C", "C", "C", "C", "C", "C", "C", "C", "C", "C", "C", "C", "P", "C", "C", "C", "C", "C", "C", "C", "C", "C", "C", "C", "C", "H", "H", "H", "H", "H", "H", "H", "H", "H", "H", "H", "H", "H", "H", "H", "H", "H", "H", "H", "H", "H", "H", "H", "H", "O", "S", "C", "C", "C", "C", "H", "H", "H", "H", "H", "H", "H", "H"],
  "xyz": [[0.17606, -0.24380, 0.29059], [0.96386, -4.10624, 3.83621], [1.66284, -3.28823, 2.93432], [1.66281, -1.86249, 3.49118], [2.37070, -1.91893, 4.86228], [2.48463, -0.61713, 5.39131], [0.23030, -1.40190, 3.75176], [-1.13116, -1.58049, 2.32119], [2.46931, -0.88191, 2.63106], [2.76138, -1.29837, 0.71553], [0.91050, -4.99957, 3.48165], [1.17156, -3.29209, 1.95065], [2.70474, -3.61972, 2.81287], [3.36313, -2.36691, 4.71097], [1.80084, -2.57243, 5.53107], [2.88474, -0.68219, 6.26573], [0.21921, -0.36870, 4.09139], [-0.18698, -2.03322, 4.53791], [3.48326, -0.80084, 3.02721], [2.02700, 0.11306, 2.68595], [-0.18387, 3.26629, -1.12876], [-0.28481, 2.23064, -2.25002], [1.19205, 1.10174, -2.23890], [0.83537, -0.20024, -3.47125], [1.93705, -0.87593, -3.99621], [1.75603, -1.93822, -4.86068], [0.47649, -2.34709, -5.20045], [-0.62038, -1.68776, -4.67170], [-0.44506, -0.62166, -3.80641], [2.30734, 2.17877, -3.22824], [1.85022, 2.59815, -4.47696], [2.55272, 3.55160, -5.18752], [3.73002, 4.07149, -4.67507], [4.22701, 3.59930, -3.47252], [3.51731, 2.65332, -2.74709], [-0.54342, 2.55141, 0.55597], [-1.18264, 4.07218, 1.36045], [-0.31382, 5.14947, 1.51836], [-0.74965, 6.30375, 2.13739], [-2.05455, 6.39421, 2.60048], [-2.91871, 5.32437, 2.44606], [-2.48494, 4.16170, 1.82936], [1.03570, 2.52703, 1.49518], [2.30870, 2.62030, 0.95071], [3.41161, 2.70373, 1.78460], [3.25387, 2.68577, 3.16022], [1.98997, 2.52944, 3.71326], [0.88870, 2.44358, 2.88389], [-0.95856, 4.02477, -1.28036], [0.78547, 3.77233, -1.14012], [-0.35312, 2.73148, -3.22014], [-1.17895, 1.62634, -2.09647], [2.93466, -0.55396, -3.72789], [2.61204, -2.45532, -5.26574], [0.33316, -3.18113, -5.86955], [-1.61669, -2.00990, -4.93470], [-1.30184, -0.11030, -3.39661], [0.94766, 2.17311, -4.89395], [2.17318, 3.89382, -6.13871], [4.26466, 4.83347, -5.22136], [5.16360, 3.97527, -3.09180], [3.91445, 2.28029, -1.81379], [0.70374, 5.07766, 1.15952], [-0.07086, 7.13415, 2.26143], [-2.38689, 7.29436, 3.09417], [-3.93242, 5.39826, 2.81043], [-3.15405, 3.32115, 1.71297], [2.44339, 2.66228, -0.12193], [4.40124, 2.79486, 1.36060], [4.11863, 2.78819, 3.79651], [1.86617, 2.48662, 4.78454], [-0.10427, 2.34506, 3.30397], [-2.17308, -0.33412, -0.68525], [-3.17337, 0.66154, -1.18472], [-4.65536, 0.54423, -0.09626], [-5.83869, 0.27402, -1.00955], [-5.33738, -0.73514, -2.03700], [-4.04214, -0.17012, -2.58984], [-4.73717, 1.48202, 0.44826], [-4.46917, -0.27371, 0.59677], [-6.15199, 1.19473, -1.50824], [-6.68893, -0.11665, -0.44908], [-6.06090, -0.90363, -2.83458], [-5.13440, -1.68678, -1.54310], [-4.21628, 0.59871, -3.34132], [-3.37715, -0.93210, -2.98784]],
  "forces_ev_per_a": [[0.23, -1.03, 1.01], [-0.21, -0.41, 0.38], [0.21, 0.36, -0.46], [0.05, -0.40, 0.22], [-0.13, -0.57, -0.18], [0.05, 0.39, 0.23], [-0.20, 0.14, -0.08], [0.50, 0.53, -0.46], [0.02, -0.04, -0.29], [-0.80, 0.50, -0.09], [-0.01, 0.09, 0.02], [0.21, 0.01, 0.17], [-0.09, -0.01, -0.08], [-0.04, 0.02, 0.01], [0.07, 0.06, -0.04], [-0.07, 0.06, -0.11], [0.01, -0.03, 0.05], [-0.11, 0.08, -0.03], [-0.03, 0.09, -0.10], [0.20, -0.07, 0.02], [-0.01, -0.23, 0.09], [0.26, -0.27, -0.15], [-0.52, 0.38, -0.54], [0.07, 0.02, 0.31], [-0.07, 0.10, 0.06], [0.07, -0.05, -0.02], [-0.09, 0.00, 0.03], [-0.07, -0.09, -0.07], [0.11, 0.16, 0.06], [-0.02, -0.19, 0.24], [0.09, 0.06, 0.02], [-0.15, -0.05, -0.10], [0.15, 0.00, 0.09], [0.07, 0.09, -0.05], [-0.04, -0.04, 0.07], [0.42, 0.83, -0.19], [-0.26, -0.29, 0.06], [-0.05, 0.02, -0.09], [0.03, 0.08, -0.05], [0.00, -0.06, 0.05], [-0.14, 0.15, 0.06], [0.10, -0.09, -0.13], [-0.01, -0.18, -0.10], [-0.16, 0.09, -0.11], [0.17, -0.01, 0.11], [0.03, -0.05, -0.08], [-0.01, 0.09, 0.01], [0.01, -0.05, -0.07], [0.13, -0.04, 0.08], [-0.06, 0.09, 0.00], [-0.10, -0.13, 0.12], [0.10, 0.12, -0.14], [0.10, -0.03, -0.02], [0.10, -0.03, -0.04], [-0.01, -0.07, -0.07], [-0.11, -0.02, -0.04], [-0.11, 0.02, 0.01], [-0.09, 0.02, -0.03], [0.01, 0.01, -0.10], [0.08, 0.04, -0.05], [0.10, 0.04, 0.05], [0.01, 0.00, 0.13], [0.08, 0.04, 0.04], [0.05, 0.07, 0.01], [-0.06, 0.08, 0.03], [-0.08, -0.03, 0.04], [-0.09, -0.08, 0.04], [0.02, 0.01, -0.01], [0.06, 0.01, -0.05], [0.08, -0.05, 0.10], [-0.02, -0.03, 0.08], [-0.05, 0.01, 0.11], [0.73, -0.59, 0.19], [-1.07, -0.07, -0.22], [0.17, 0.29, -0.21], [-0.06, -0.15, -0.12], [-0.12, 0.00, 0.02], [0.01, 0.25, 0.25], [0.05, -0.01, 0.10], [0.19, -0.07, 0.00], [-0.05, -0.03, 0.03], [0.03, 0.10, 0.03], [0.01, -0.06, 0.03], [-0.06, -0.05, -0.03], [-0.01, 0.04, -0.06], [0.19, 0.08, 0.05]],
  "e_homo_ev": [-10.39, -10.18],
  "e_lumo_ev": [-4.53, -4.43],
  "total_charge": 1,
  "mol_weight_g_mol": 967.04,
  "de_lowest_kcal_mol": 20.6
}

=====

# 4
{
  "formula": "C4H8N2O2P",
  "method": "ωB97M-V/def2-TZVPD",
  "symbols": ["C", "C", "C", "C", "N", "N", "O", "O", "P", "H", "H", "H", "H", "H", "H", "H", "H"],
  "xyz": [[0.64480, 1.40059, 0.17525], [0.36797, 0.22847, -0.64600], [-0.63262, 2.19501, 0.41106], [-0.44845, -1.99039, 1.59675], [1.63843, 0.12980, -2.83892], [1.53019, -0.30080, -1.72935], [1.63401, 1.64004, 0.74614], [-1.34506, -1.18930, 0.84923], [-1.14694, -0.72495, -0.62677], [-0.26836, 3.23317, 0.14246], [-1.56926, 1.90916, 0.05206], [-0.80947, 2.10461, 1.43986], [-0.01650, -2.87241, 1.13460], [-1.24584, -2.25197, 2.35965], [0.26985, -1.31132, 1.96894], [2.16665, -0.47998, -3.51737], [-0.76939, -1.71973, -1.51758]],
  "forces_ev_per_a": [[-3.00, -1.09, 0.07], [1.34, -1.99, -3.05], [2.20, 2.10, -0.56], [-2.25, -0.80, 2.16], [-1.07, -0.69, -0.20], [-2.00, 1.09, 1.01], [2.91, 0.65, 0.88], [-1.08, 0.23, -1.59], [1.23, 1.63, -0.80], [-1.12, -0.88, 0.44], [-1.06, -0.35, -1.70], [0.30, 0.33, 1.91], [-0.20, 0.10, -0.49], [1.99, -0.46, -0.07], [1.09, 0.32, 0.71], [0.55, 0.61, 1.08], [0.18, -0.79, 0.19]],
  "e_homo_ev": [-14.23, -14.11],
  "e_lumo_ev": [-7.26, -7.34],
  "total_charge": 1,
  "mol_weight_g_mol": 147.09,
  "de_lowest_kcal_mol": 35.4
}

=====

# 5
{
  "formula": "C2H3FOS",
  "method": "ωB97M-V/def2-TZVPD",
  "symbols": ["O", "C", "F", "H", "C", "S", "H", "H"],
  "xyz": [[-3.54520, 0.50113, -0.84441], [-2.39914, 0.57181, -0.59800], [-1.70584, 1.72787, -0.94497], [-1.62108, -0.12522, -0.06405], [2.40832, -0.55289, 0.57211], [1.40705, -1.72118, 0.21036], [2.01408, 0.37059, 1.24961], [3.44181, -0.77211, 0.41935]],
  "forces_ev_per_a": [[0.54, -0.59, 0.33], [1.46, 0.55, 0.35], [-0.30, -1.00, 0.33], [-1.65, 1.00, -0.99], [-1.29, 1.80, 2.52], [-0.95, -0.57, -0.49], [1.38, -1.94, -1.96], [0.81, 0.75, -0.09]],
  "e_homo_ev": -9.23,
  "e_lumo_ev": -0.65,
  "smiles": "O=CF.C=S",
  "mol_weight_g_mol": 94.11,
  "de_lowest_kcal_mol": 40.1
}

=====

# 6
{
  "formula": "C5H6O2",
  "method": "ωB97M-V/def2-TZVPD",
  "symbols": ["O", "C", "C", "O", "C", "C", "C", "H", "H", "H", "H", "H", "H"],
  "xyz": [[2.00539, -0.86559, 0.93139], [0.98590, -0.53672, 0.37101], [-0.29862, -1.33181, 0.56316], [-1.31025, -1.04163, -0.44276], [-1.58168, 0.16305, -0.88748], [-0.62983, 1.18796, -0.28845], [0.80618, 0.68111, -0.49810], [-0.72279, -1.10043, 1.54779], [-0.10119, -2.40482, 0.50633], [0.91042, 0.36999, -1.54706], [-0.85712, 1.30318, 0.78616], [-0.79166, 2.16003, -0.75721], [1.58524, 1.41569, -0.28478]],
  "forces_ev_per_a": [[-0.47, 0.15, -0.28], [0.27, -0.07, 0.13], [0.08, 0.03, 0.09], [-0.19, 0.19, -0.21], [0.29, -0.15, 0.42], [-0.13, 0.01, -0.11], [0.06, -0.10, 0.08], [0.12, -0.04, -0.12], [-0.05, 0.22, -0.01], [0.08, 0.04, 0.12], [0.04, -0.03, -0.17], [0.01, -0.17, 0.03], [-0.12, -0.09, 0.03]],
  "e_homo_ev": -8.65,
  "e_lumo_ev": 0.62,
  "mol_weight_g_mol": 98.10,
  "de_lowest_kcal_mol": 68.2
}